No. 1
C33H53BN3O4P2ReS as an isolated structure at a distorted geometry, computed with ωB97M-V/def2-TZVPD.

Structure (XYZ):
```
98
Properties=species:S:1:pos:R:3:lowdin_charge:R:1
Re -0.055 -0.255 0.882 1.27
C 1.211 4.679 0.877 -0.08
C 0.638 3.428 1.576 -0.62
C 1.001 3.525 3.063 -0.06
C -0.885 3.470 1.424 -0.08
P 1.251 1.884 0.680 1.12
C 1.413 2.443 -1.067 -0.24
N 1.343 1.194 -1.764 -0.04
B 0.889 -0.005 -1.130 -0.63
N 1.181 -1.027 -2.083 -0.04
C 0.938 -2.415 -1.835 -0.26
P -0.433 -2.390 -0.595 1.14
C -1.935 -2.445 -1.752 -0.63
C -1.916 -3.649 -2.705 -0.07
C -3.252 -2.516 -0.974 -0.07
C -1.903 -1.191 -2.641 -0.06
C -0.097 -4.002 0.326 -0.65
C 0.199 -5.168 -0.635 -0.08
C -1.207 -4.470 1.268 -0.07
C 1.185 -3.731 1.129 -0.09
C 1.771 -0.478 -3.218 -0.16
C 2.231 -1.067 -4.383 0.00
C 2.783 -0.237 -5.351 -0.08
C 2.876 1.137 -5.156 -0.08
C 2.418 1.732 -3.986 0.00
C 1.862 0.909 -3.023 -0.16
C 3.015 1.452 1.181 -0.64
C 3.615 0.457 0.177 -0.08
C 3.938 2.675 1.215 -0.07
C 3.020 0.774 2.555 -0.07
H 0.964 5.540 1.499 0.10
H 0.765 4.856 -0.099 0.08
H 2.291 4.661 0.771 0.07
H 0.487 4.403 3.459 0.10
H 2.065 3.693 3.219 0.08
H 0.687 2.665 3.644 0.06
H -1.233 4.463 1.714 0.10
H -1.378 2.732 2.057 0.08
H -1.191 3.311 0.388 0.06
H 2.370 2.947 -1.227 0.11
H 0.616 3.137 -1.344 0.10
H 1.818 -2.921 -1.432 0.10
H 0.641 -2.946 -2.737 0.09
H -1.939 -4.597 -2.181 0.07
H -1.082 -3.646 -3.402 0.08
H -2.826 -3.596 -3.304 0.10
H -3.409 -3.494 -0.525 0.08
H -4.067 -2.341 -1.679 0.10
H -3.335 -1.781 -0.181 0.05
H -1.061 -1.199 -3.330 0.09
H -1.865 -0.262 -2.086 0.04
H -2.819 -1.181 -3.233 0.10
H -0.709 -5.580 -1.062 0.07
H 0.658 -5.965 -0.046 0.10
H 0.887 -4.930 -1.441 0.08
H -2.154 -4.619 0.754 0.07
H -1.374 -3.782 2.086 0.05
H -0.899 -5.434 1.678 0.10
H 2.079 -3.712 0.508 0.08
H 1.315 -4.528 1.864 0.10
H 1.127 -2.795 1.685 0.02
H 2.173 -2.137 -4.534 0.11
H 3.151 -0.666 -6.272 0.11
H 3.314 1.752 -5.929 0.11
H 2.487 2.801 -3.838 0.11
H 3.716 0.868 -0.826 0.09
H 3.039 -0.470 0.107 0.07
H 4.612 0.190 0.531 0.10
H 3.975 3.194 0.258 0.08
H 4.950 2.328 1.430 0.10
H 3.669 3.388 1.989 0.07
H 2.529 -0.205 2.516 0.07
H 2.544 1.358 3.337 0.07
H 4.056 0.589 2.844 0.10
C -4.043 3.613 -0.769 -0.03
C -3.634 2.439 0.070 -0.26
C -2.660 1.553 -0.366 -0.05
C -2.308 0.473 0.432 -0.22
C -2.904 0.229 1.659 -0.25
C -3.892 1.110 2.082 -0.01
C -4.233 2.202 1.307 0.01
S -2.592 -1.206 2.671 0.58
O -3.452 -2.240 2.171 -0.27
O -2.738 -0.798 4.040 -0.25
N -1.042 -1.463 2.346 -0.36
C -0.193 -1.389 3.531 -0.18
C 0.092 0.075 3.774 -0.57
O 0.379 0.610 4.799 0.15
O 0.023 0.762 2.609 -0.32
H -3.434 3.694 -1.667 0.08
H -3.948 4.541 -0.206 0.09
H -5.086 3.522 -1.075 0.09
H -2.201 1.686 -1.337 0.13
H -1.677 -0.256 -0.165 0.02
H -4.366 0.940 3.038 0.13
H -4.990 2.887 1.667 0.13
H 0.756 -1.883 3.295 0.10
H -0.592 -1.899 4.407 0.14
```

The HOMO-LUMO gap (alpha / beta) is 6.22 / 5.89 eV. As for the spin multiplicity: 2. Its total charge is +1. Its expectation value of S² is 0.76. The HOMO energy (alpha / beta) is -10.725 / -10.755 eV. For the total energy, the calculation gives -2938.35563 a.u. The calculation puts the LUMO energy (alpha / beta) at -4.51 / -4.87 eV.

No. 2
C7H22N10NiO11 as an isolated structure at a distorted geometry, computed with ωB97M-V/def2-TZVPD.

Structure (XYZ):
```
51
Properties=species:S:1:pos:R:3:lowdin_charge:R:1
Ni 0.290 -0.358 0.203 0.73
O 3.341 -0.345 -2.594 0.08
C 2.026 -0.126 -2.660 -0.87
O 1.389 -0.250 -1.604 -0.03
O 1.540 0.118 -3.731 0.02
H 3.643 -0.217 -3.496 0.10
O -3.079 -1.835 -1.038 0.11
C -2.768 -0.571 -0.920 -0.81
O -3.671 0.298 -0.973 -0.03
O -1.578 -0.195 -0.713 -0.08
H -3.987 -1.689 -1.313 0.11
C 0.002 -3.673 -0.302 -0.68
O -0.019 -2.422 -0.281 0.01
N -0.264 -4.493 -1.271 0.17
N 0.247 -4.414 0.762 0.15
H -0.360 -4.139 -2.212 0.14
H -0.567 -5.395 -0.933 0.10
H 0.238 -5.419 0.657 0.10
H 0.330 -3.958 1.659 0.12
C 3.119 -0.556 1.678 -0.75
O 1.975 -0.943 1.360 -0.04
N 3.393 0.545 2.317 0.15
N 4.231 -1.195 1.315 0.16
H 4.269 1.000 2.530 0.05
H 2.561 0.925 2.745 0.05
H 5.105 -0.773 1.593 0.08
H 4.084 -1.799 0.519 0.11
C 0.542 2.925 0.589 -0.72
O 0.485 1.706 0.488 0.00
N 0.490 3.745 -0.478 0.19
N 0.804 3.513 1.717 0.14
H 0.381 4.737 -0.319 0.10
H 0.504 3.525 -1.463 0.10
H 0.829 2.873 2.497 0.04
H 0.716 4.495 1.936 0.08
C -1.297 2.829 -2.977 -0.83
O -0.925 3.549 -3.880 0.00
N -2.319 3.053 -2.177 0.16
N -0.751 1.699 -2.715 0.20
H -2.879 3.874 -2.363 0.10
H -2.760 2.310 -1.655 0.08
H -1.044 1.379 -1.803 0.06
H 0.107 1.285 -3.049 0.08
C -1.813 -0.634 2.618 -0.77
O -0.772 -0.281 2.056 -0.02
N -2.334 -0.069 3.660 0.15
N -2.577 -1.563 2.225 0.20
H -3.335 -0.066 3.797 0.10
H -1.776 0.724 3.941 0.09
H -2.321 -1.990 1.347 0.11
H -3.445 -1.738 2.712 0.12
```

The HOMO-LUMO gap (alpha / beta) is 2.01 / 7.96 eV. As for the spin multiplicity: 4. Its total charge is -1. Its expectation value of S² is 3.75. The HOMO energy (alpha / beta) is 0.301 / -5.724 eV. For the total energy, the calculation gives -3163.66848 a.u. The calculation puts the LUMO energy (alpha / beta) at 2.31 / 2.24 eV.

No. 3
A 16-piece molecular cluster, C64H112N16 overall at a distorted geometry, computed with ωB97M-V/def2-TZVPD.

Structure (XYZ):
```
192
Properties=species:S:1:pos:R:3:lowdin_charge:R:1
C -4.996 2.066 -4.539 -0.10
C -4.688 2.321 -3.081 -0.25
C -3.181 2.414 -2.709 -0.19
C -2.508 3.579 -3.302 -0.22
N -1.986 4.513 -3.782 0.17
H -4.491 2.707 -5.261 0.07
H -6.064 2.096 -4.753 0.08
H -4.532 1.113 -4.792 0.06
H -5.234 1.577 -2.501 0.09
H -5.162 3.216 -2.680 0.11
H -2.635 1.516 -2.997 0.08
H -3.136 2.480 -1.622 0.07
C -2.246 -2.648 -2.314 -0.09
C -3.339 -3.413 -1.587 -0.25
C -2.863 -4.626 -0.814 -0.20
C -2.403 -5.721 -1.666 -0.24
N -2.045 -6.561 -2.358 0.16
H -1.417 -2.515 -1.619 0.05
H -2.570 -1.636 -2.560 0.07
H -1.890 -3.146 -3.215 0.07
H -4.145 -3.730 -2.249 0.12
H -3.864 -2.772 -0.878 0.09
H -3.715 -5.001 -0.247 0.12
H -2.111 -4.410 -0.054 0.09
C 2.316 -4.401 -3.348 -0.09
C 1.309 -3.664 -2.488 -0.27
C 1.344 -4.010 -1.006 -0.20
C 0.953 -5.389 -0.630 -0.23
N 0.714 -6.450 -0.296 0.16
H 2.384 -3.900 -4.314 0.06
H 2.108 -5.460 -3.497 0.08
H 3.301 -4.364 -2.882 0.08
H 0.290 -3.879 -2.807 0.09
H 1.510 -2.597 -2.589 0.08
H 0.725 -3.312 -0.443 0.07
H 2.353 -3.885 -0.614 0.09
C 0.195 0.618 -1.667 -0.09
C -0.611 0.614 -0.353 -0.22
C -0.385 -0.535 0.672 -0.16
C 0.783 -0.320 1.527 -0.20
N 1.683 -0.136 2.211 0.20
H 1.239 0.866 -1.473 0.06
H -0.286 1.276 -2.391 0.03
H 0.131 -0.327 -2.206 0.06
H -1.640 0.604 -0.714 0.07
H -0.545 1.601 0.105 0.09
H -0.238 -1.475 0.140 0.07
H -1.284 -0.733 1.256 0.09
C -1.390 -5.327 5.400 -0.10
C -1.502 -6.238 4.112 -0.22
C -0.326 -5.951 3.200 -0.17
C -0.301 -4.586 2.570 -0.19
N -0.175 -3.545 2.101 0.20
H -0.767 -5.826 6.142 0.08
H -2.352 -5.247 5.906 0.07
H -1.058 -4.316 5.161 0.03
H -2.428 -6.003 3.586 0.10
H -1.673 -7.237 4.512 0.11
H -0.335 -6.657 2.370 0.10
H 0.642 -6.150 3.659 0.11
C -6.891 0.719 2.983 -0.08
C -5.873 1.875 2.833 -0.26
C -5.400 2.323 1.457 -0.19
C -4.804 1.235 0.685 -0.19
N -4.315 0.354 0.109 0.18
H -7.220 0.654 4.020 0.08
H -6.408 -0.208 2.673 0.03
H -7.733 0.859 2.305 0.08
H -4.944 1.585 3.325 0.08
H -6.182 2.740 3.419 0.11
H -4.741 3.188 1.537 0.09
H -6.306 2.615 0.927 0.12
C -0.727 -0.667 -8.219 -0.08
C -2.035 -1.010 -7.446 -0.22
C -1.918 -0.976 -5.900 -0.17
C -1.288 0.220 -5.329 -0.19
N -0.789 1.156 -4.830 0.19
H -0.894 -0.743 -9.294 0.07
H -0.014 -1.417 -7.879 0.05
H -0.271 0.289 -7.960 0.06
H -2.417 -1.988 -7.740 0.11
H -2.841 -0.313 -7.677 0.10
H -1.276 -1.784 -5.549 0.11
H -2.888 -1.108 -5.421 0.11
C 5.349 -2.250 2.803 -0.11
C 4.788 -3.358 1.948 -0.22
C 3.304 -3.798 2.317 -0.17
C 3.115 -4.235 3.678 -0.27
N 2.988 -4.537 4.767 0.17
H 5.370 -2.472 3.870 0.08
H 4.904 -1.278 2.586 0.05
H 6.416 -2.128 2.616 0.07
H 5.400 -4.239 2.140 0.11
H 4.915 -3.181 0.880 0.09
H 2.882 -4.608 1.722 0.10
H 2.575 -2.995 2.203 0.08
C 0.005 -2.362 6.815 -0.09
C 0.482 -1.770 5.494 -0.27
C 1.925 -1.190 5.573 -0.17
C 1.886 0.095 6.344 -0.21
N 1.787 1.092 6.947 0.16
H -1.085 -2.359 6.821 0.06
H 0.409 -1.720 7.598 0.08
H 0.403 -3.376 6.849 0.07
H -0.183 -0.961 5.192 0.08
H 0.461 -2.479 4.666 0.07
H 2.312 -0.990 4.574 0.07
H 2.558 -1.895 6.112 0.11
C -1.659 2.887 2.893 -0.09
C -1.428 1.801 3.978 -0.23
C -1.286 2.434 5.377 -0.19
C -0.294 3.514 5.422 -0.22
N 0.531 4.350 5.452 0.16
H -1.847 2.375 1.949 0.05
H -0.757 3.496 2.834 0.06
H -2.479 3.572 3.109 0.08
H -0.525 1.235 3.751 0.09
H -2.283 1.128 4.051 0.08
H -1.043 1.645 6.089 0.10
H -2.220 2.828 5.778 0.12
C 5.527 2.661 3.281 -0.10
C 4.325 1.927 3.860 -0.27
C 3.055 2.761 3.990 -0.18
C 2.558 3.159 2.648 -0.23
N 2.167 3.475 1.613 0.15
H 5.325 3.048 2.282 0.06
H 6.366 1.971 3.183 0.07
H 5.882 3.509 3.867 0.08
H 4.635 1.378 4.749 0.11
H 4.106 1.050 3.250 0.06
H 3.250 3.688 4.529 0.12
H 2.179 2.271 4.414 0.07
C 1.337 3.787 -3.678 -0.09
C 1.722 4.218 -5.134 -0.25
C 2.841 5.211 -5.292 -0.19
C 4.043 4.640 -4.671 -0.21
N 5.005 4.160 -4.207 0.16
H 2.184 3.421 -3.098 0.06
H 0.695 2.914 -3.796 0.02
H 0.839 4.622 -3.186 0.05
H 0.879 4.703 -5.627 0.11
H 1.986 3.342 -5.726 0.08
H 2.565 6.168 -4.848 0.12
H 3.003 5.413 -6.351 0.12
C 4.169 1.195 -5.987 -0.09
C 3.221 0.639 -4.875 -0.22
C 1.933 -0.022 -5.420 -0.20
C 2.214 -1.221 -6.193 -0.24
N 2.524 -2.168 -6.795 0.15
H 4.410 0.391 -6.682 0.07
H 5.099 1.576 -5.564 0.06
H 3.727 2.004 -6.569 0.06
H 2.921 1.529 -4.322 0.07
H 3.747 0.015 -4.152 0.10
H 1.394 0.686 -6.050 0.09
H 1.263 -0.340 -4.622 0.09
C 5.821 1.439 -1.981 -0.09
C 5.582 1.398 -0.466 -0.26
C 4.174 1.018 -0.097 -0.19
C 3.753 -0.293 -0.630 -0.21
N 3.438 -1.313 -1.049 0.19
H 5.801 0.435 -2.406 0.07
H 6.708 1.993 -2.289 0.08
H 4.948 1.931 -2.411 0.05
H 5.926 2.300 0.040 0.10
H 6.274 0.747 0.068 0.11
H 3.512 1.818 -0.430 0.11
H 4.050 0.916 0.982 0.08
C -0.997 7.548 -0.400 -0.09
C -0.327 6.314 -1.112 -0.24
C -0.711 5.031 -0.393 -0.20
C -2.159 4.818 -0.223 -0.21
N -3.302 4.665 -0.071 0.17
H -2.084 7.480 -0.430 0.07
H -0.665 8.478 -0.860 0.06
H -0.571 7.669 0.596 0.07
H 0.750 6.352 -0.953 0.11
H -0.550 6.326 -2.179 0.08
H -0.241 4.994 0.590 0.10
H -0.220 4.191 -0.885 0.10
C -3.612 -2.043 4.836 -0.08
C -3.408 -1.511 3.392 -0.24
C -3.871 -2.418 2.259 -0.19
C -5.312 -2.621 2.114 -0.23
N -6.445 -2.802 2.049 0.16
H -3.282 -1.246 5.502 0.07
H -3.060 -2.963 5.033 0.05
H -4.662 -2.264 5.025 0.08
H -2.367 -1.200 3.308 0.08
H -3.994 -0.594 3.454 0.08
H -3.391 -3.395 2.302 0.11
H -3.565 -1.928 1.335 0.07
```

The HOMO-LUMO gap is 11.73 eV. The HOMO energy is -11.389 eV. For the total energy, the calculation gives -3381.81430 a.u. The calculation puts the LUMO energy at 0.34 eV.

No. 4
C7H6Cl2FeN2NdO3S as an isolated structure at a distorted geometry, computed with ωB97M-V/def2-TZVPD.

Structure (XYZ):
```
23
Properties=species:S:1:pos:R:3:lowdin_charge:R:1
Fe 2.813 2.739 -2.779 0.39
Nd 0.657 1.457 -1.461 1.13
Cl 1.800 0.989 -3.755 0.24
Cl 1.710 3.380 -0.139 0.09
C 0.757 -0.463 0.145 -0.04
C 3.163 3.584 -4.472 0.01
C 4.117 3.864 -1.833 -0.02
O 0.931 -1.519 0.624 0.20
O 3.901 4.260 -5.061 0.28
O 5.001 4.578 -2.121 0.27
C -2.496 0.078 1.949 0.04
N -2.445 -0.994 0.931 -0.06
C -3.044 -2.258 1.121 0.16
C -3.185 -2.848 -0.099 0.16
N -2.546 -2.007 -1.022 0.16
C -2.208 -0.822 -0.410 -0.71
S -1.995 0.677 -1.154 0.75
H -1.531 0.218 2.475 0.12
H -2.776 1.029 1.463 0.10
H -3.261 -0.215 2.687 0.13
H -3.373 -2.640 2.087 0.19
H -3.769 -3.715 -0.422 0.19
H -2.524 -2.188 -2.030 0.21
```

The HOMO-LUMO gap (alpha / beta) is 8.05 / 6.77 eV. As for the spin multiplicity: 9. Its total charge is +4. Its expectation value of S² is 20.03. The HOMO energy (alpha / beta) is -23.561 / -24.050 eV. For the total energy, the calculation gives -3747.54504 a.u. The calculation puts the LUMO energy (alpha / beta) at -15.51 / -17.28 eV.